12
Properties=species:S:1:pos:R:3:nbo_charge:R:1 method="wB97M-V/def2-TZVPD" e_tot_ha=-459.8897 relative_energy_kj_mol=23.6 e_homo_ha=-0.288 charge=0 smiles=Nc1cc(F)c(O)o1
N -2.69 0.08 0.09 -0.806
C -1.32 -0.12 0.01 0.473
C -0.54 -1.23 0.00 -0.445
C 0.80 -0.71 -0.01 0.282
F 1.92 -1.44 0.00 -0.306
C 0.75 0.63 -0.01 0.410
O 1.67 1.61 -0.10 -0.664
O -0.59 1.02 0.00 -0.434
H -3.19 -0.75 -0.14 0.382
H -2.99 0.87 -0.45 0.386
H -0.83 -2.25 0.00 0.235
H 1.77 2.05 0.78 0.488

=====

11
Properties=species:S:1:pos:R:3:nbo_charge:R:1 method="wB97M-V/def2-TZVPD" e_tot_ha=-707.5274 relative_energy_kj_mol=203.7 e_homo_ha=-0.308 charge=0 smiles=Fc1cc(S)c[nH]1
F 2.72 -0.88 -0.33 -0.323
C 1.39 -0.62 0.09 0.522
C 0.21 -1.29 0.08 -0.378
C -0.84 -0.28 0.05 -0.192
S -2.66 -0.62 -0.19 -0.032
C -0.22 0.94 -0.18 -0.104
N 1.10 0.67 0.09 -0.557
H 0.12 -2.26 0.31 0.230
H -2.86 0.62 0.54 0.153
H -0.58 2.04 -0.55 0.238
H 1.60 1.68 0.07 0.443

=====

10
Properties=species:S:1:pos:R:3:nbo_charge:R:1 method="wB97M-V/def2-TZVPD" e_tot_ha=-595.9410 relative_energy_kj_mol=204.9 e_homo_ha=-0.307 charge=0 smiles="FC1=CC=[PH]=C1"
F 1.41 1.92 1.80 -0.311
C 0.76 1.06 1.01 0.392
C 1.15 0.62 -0.26 -0.294
C 0.33 -0.30 -0.86 -0.502
P -0.67 -1.07 0.39 0.645
C -0.49 0.30 1.51 -0.638
H 1.97 1.17 -0.61 0.225
H 0.49 -0.73 -1.76 0.221
H -2.02 -0.64 0.02 0.012
H -1.07 0.56 2.44 0.249

=====

11
Properties=species:S:1:pos:R:3:mulliken_spin:R:1 method="wB97M-V/def2-TZVPD" e_tot_ha=-2229.1788 relative_energy_kj_mol=0.0 e_homo_ha="-0.662 / -0.662" charge=+2 spin_multiplicity=2
O 2.23 -1.46 0.91 -0.010
C 2.25 -0.64 0.02 0.002
C 1.04 0.17 -0.29 -0.011
H 3.13 -0.51 -0.65 0.002
H 1.19 1.14 -0.77 -0.001
C -0.21 -0.14 0.27 0.013
C -1.43 0.43 -0.25 0.040
O -2.55 -0.01 -0.01 0.194
Ga -4.15 0.48 0.00 0.759
H -0.28 -1.00 0.94 0.001
H -1.22 1.54 -0.18 0.011

=====

10
Properties=species:S:1:pos:R:3:nbo_charge:R:1 method="wB97M-V/def2-TZVPD" e_tot_ha=-750.0203 relative_energy_kj_mol=321.2 e_homo_ha="-0.299 / -0.306" charge=0
C 1.05 -0.83 1.47 -0.490
C 0.22 0.14 1.14 -0.026
C 1.84 -1.41 2.56 -0.114
C -0.31 0.70 -0.21 -0.675
I -0.64 1.18 2.79 0.115
I 1.04 -1.80 4.44 0.195
H 1.53 -1.54 0.62 0.261
H -0.16 1.81 -0.35 0.254
H -1.32 0.22 -0.12 0.251
H 0.18 0.19 -1.13 0.229

=====

10
Properties=species:S:1:pos:R:3:nbo_charge:R:1 method="wB97M-V/def2-TZVPD" e_tot_ha=-507.1523 relative_energy_kj_mol=264.2 e_homo_ha=-0.325 charge=0 smiles="C=C=N/C=C/I"
C 0.77 -1.62 0.44 -0.633
C -0.19 -0.91 0.92 0.439
N -1.01 -0.03 1.26 -0.438
C -0.71 1.06 0.37 -0.051
C -0.15 0.98 -0.84 -0.458
I 0.12 2.60 -1.99 0.202
H 1.71 -1.96 0.77 0.259
H 0.58 -2.05 -0.60 0.241
H -1.15 1.94 0.88 0.214
H 0.03 -0.01 -1.21 0.225